DFT (ωB97M-V with the def2-TZVPD basis set) results for a 3-piece molecular cluster, C22H50N3O9P2S3 overall.

Last column: Mulliken charge in e.
Atoms and positions in Å:
C1 -3.30 3.60 -1.81  -1.450
C2 -2.12 2.70 -2.04  0.709
O1 -0.96 3.22 -1.40  -0.372
P1 0.07 2.17 -0.82  0.316
O2 -0.45 1.43 0.34  -0.584
C3 0.51 1.02 -2.15  -1.153
C4 0.00 -0.40 -1.84  0.506
C5 -1.29 -0.74 -2.56  -0.262
C6 -1.05 -1.62 -3.82  0.095
P2 -0.04 -0.89 -5.16  0.614
O3 1.45 -0.82 -4.63  -0.435
O4 -0.48 0.63 -5.43  -0.477
S1 -0.17 -1.97 -6.74  -0.407
C7 -2.33 -2.13 -4.43  -1.063
N1 -3.23 -2.70 -3.36  -0.215
C8 -3.35 -1.82 -2.34  -0.137
N2 -4.51 -1.23 -2.06  -0.303
N3 -2.21 -1.55 -1.65  0.549
C9 -2.40 -1.01 -0.28  0.048
C10 -2.11 -2.14 0.72  -2.153
C11 -0.66 -2.27 1.15  -0.499
C12 -0.14 -1.19 2.08  0.008
C13 1.37 -1.24 2.23  -0.994
C14 2.08 -1.18 0.92  0.456
O5 3.50 -1.03 1.18  -0.418
C15 4.26 -1.54 0.17  0.977
C16 5.18 -2.64 0.57  -1.205
O6 4.18 -1.13 -1.00  -0.559
O7 1.25 3.14 -0.45  -0.477
C17 2.59 2.60 -0.42  0.509
C18 3.37 3.04 -1.62  -1.307
H1 -3.05 4.65 -1.89  0.352
H2 -3.68 3.41 -0.82  0.275
H3 -4.08 3.34 -2.51  0.409
H4 -2.37 1.73 -1.61  -0.231
H5 -1.94 2.53 -3.10  0.179
H6 1.56 0.98 -2.37  0.381
H7 0.02 1.40 -3.05  0.758
H8 -0.14 -0.46 -0.77  -1.289
H9 0.75 -1.14 -2.09  0.883
H10 -1.81 0.16 -2.87  0.522
H11 -0.48 -2.47 -3.47  0.480
H12 1.82 0.07 -4.69  0.346
H13 -1.43 0.75 -5.28  0.358
H14 -2.89 -1.34 -4.93  0.390
H15 -2.16 -2.91 -5.15  0.477
H16 -4.14 -2.89 -3.76  0.366
H17 -4.50 -0.30 -1.68  0.230
H18 -5.41 -1.65 -2.21  0.239
H19 -1.73 -0.18 -0.09  -0.272
H20 -3.40 -0.66 -0.07  1.224
H21 -2.78 -2.07 1.57  0.362
H22 -2.35 -3.06 0.21  0.472
H23 -0.05 -2.38 0.26  0.147
H24 -0.58 -3.21 1.68  0.549
H25 -0.47 -0.21 1.71  -0.264
H26 -0.58 -1.30 3.06  0.644
H27 1.68 -0.42 2.86  0.482
H28 1.65 -2.18 2.70  0.123
H29 1.77 -0.33 0.32  -0.717
H30 1.96 -2.09 0.36  0.672
H31 6.08 -2.59 -0.02  0.404
H32 4.68 -3.59 0.37  0.275
H33 5.38 -2.62 1.63  0.331
H34 2.60 1.54 -0.26  -0.359
H35 3.07 3.03 0.46  0.510
H36 3.01 2.61 -2.55  0.229
H37 4.41 2.76 -1.52  0.429
H38 3.31 4.11 -1.72  0.351
C19 -1.52 5.07 2.22  -0.671
S2 -2.90 4.06 2.78  0.494
O8 -3.61 3.59 1.56  -0.588
C20 -3.87 5.40 3.47  -1.036
H39 -0.81 4.41 1.72  -0.017
H40 -1.88 5.83 1.53  0.318
H41 -1.04 5.53 3.08  0.428
H42 -4.07 6.14 2.69  0.312
H43 -3.32 5.85 4.29  0.386
H44 -4.80 4.98 3.83  0.331
C21 2.41 -3.00 6.57  -0.967
S3 3.63 -3.01 5.25  0.583
O9 3.00 -3.67 4.07  -0.604
C22 4.72 -4.22 6.00  -0.985
H45 1.61 -2.33 6.27  0.285
H46 2.02 -4.01 6.71  0.307
H47 2.87 -2.64 7.48  0.385
H48 4.17 -5.14 6.18  0.305
H49 5.11 -3.81 6.94  0.381
H50 5.54 -4.40 5.31  0.317

As for the net charge: +1. Its lowest unoccupied orbital energy is -3.320 eV. Its molar mass is 658.803 Da. Its multiplicity is 1. The largest force on an atom comes out at 2.8 eV Å⁻¹.